The following is a quantum chemistry calculation of the molecule H2NP at a distorted geometry, from OMol25.

Last column: Mulliken charge in e.
Positions of all 4 atoms, in Å:
N -0.6553 0.0723 -0.0184  -0.41
P 0.9089 0.1007 0.0296  0.13
H -1.0624 1.0634 0.0572  0.23
H 0.8088 -1.2365 -0.0684  0.05

Computed properties:
Gap between HOMO and LUMO, eV: 9.27
HOMO, eV: -9.54
Energy above the lowest of the compared OMol25 structures with the same formula, charge and spin, kcal/mol: 7.8
LUMO level, eV: -0.27
E_tot, Eh: -397.2462
SMILES: [H]/N=P/[H]